# 1
The following is a DFT calculation (ωB97M-V/def2-TZVPD) of a structure of composition C55H95As2Cl2GeN4Sb2Si3Tl.

Orbital gap: 3.305 eV
Molar mass: 1637.914 g mol⁻¹
DFT total energy: -11362.0100 Eh
Spin multiplicity: 1
Total charge: -2
E_LUMO: 3.75 eV

The geometry in XYZ format:
```
165
C55H95As2Cl2GeN4Sb2Si3Tl | OMol25 | ωB97M-V/def2-TZVPD
Tl -0.061 0.506 0.269
C -2.095 2.863 -3.557
C -1.195 2.188 -2.717
N -1.231 2.283 -1.411
C -2.151 3.056 -0.806
C -3.103 3.800 -1.573
C -3.036 3.672 -2.980
C -4.068 4.601 -0.933
C -4.124 4.578 0.450
C -3.224 3.856 1.226
C -2.155 3.105 0.662
N -1.254 2.403 1.343
C -1.291 2.406 2.759
C -1.309 3.612 3.488
C -1.519 3.611 4.863
C -1.847 2.443 5.524
C -1.835 1.203 4.830
C -2.389 0.013 5.361
C -2.545 -1.107 4.495
C -1.922 -1.147 3.296
N -1.052 -0.083 2.867
C -1.354 1.194 3.479
H -2.025 2.752 -4.633
H -0.404 1.562 -3.129
H -3.740 4.231 -3.588
H -4.768 5.185 -1.519
H -4.908 5.138 0.951
H -3.350 3.830 2.298
H -1.181 4.551 2.960
H -1.488 4.551 5.409
H -2.147 2.454 6.568
H -2.798 0.009 6.366
H -3.173 -1.943 4.798
H -2.017 -1.975 2.598
C 5.115 -0.947 -2.170
Sb 3.285 0.064 -2.780
C 4.439 1.807 -3.351
C 3.431 -0.778 -4.830
C 2.566 0.042 -5.728
C 3.115 1.164 -6.360
C 2.344 2.044 -7.105
C 0.981 1.813 -7.228
C 0.429 0.677 -6.655
C 1.195 -0.240 -5.928
C 0.541 -1.501 -5.450
Sb -0.190 -1.546 -3.347
C -0.214 -3.708 -3.484
C -2.237 -1.384 -4.031
H 5.893 -0.825 -2.925
H 4.932 -2.008 -1.992
H 5.452 -0.495 -1.234
H 5.340 1.511 -3.894
H 4.725 2.357 -2.452
H 3.830 2.461 -3.978
H 3.122 -1.823 -4.774
H 4.481 -0.724 -5.121
H 4.180 1.346 -6.263
H 2.802 2.903 -7.581
H 0.357 2.501 -7.787
H -0.633 0.483 -6.780
H 1.215 -2.356 -5.520
H -0.347 -1.708 -6.050
H -0.527 -4.016 -4.485
H -0.921 -4.091 -2.749
H 0.776 -4.119 -3.274
H -2.528 -2.275 -4.592
H -2.363 -0.492 -4.651
H -2.882 -1.288 -3.156
C -5.519 -3.513 -2.790
Si -4.279 -4.258 -1.563
C -5.361 -5.255 -0.349
C -3.416 -5.582 -2.614
As -2.730 -2.786 -0.598
Si -1.853 -4.772 0.906
C -2.750 -6.387 1.343
C -0.473 -5.398 -0.243
C -0.926 -4.320 2.481
Si -4.383 -1.198 0.030
C -5.986 -1.935 0.728
C -3.917 0.162 1.218
C -4.877 -0.207 -1.511
H -6.095 -4.295 -3.293
H -5.003 -2.928 -3.559
H -6.225 -2.844 -2.288
H -6.427 -5.065 -0.501
H -5.122 -4.983 0.683
H -5.191 -6.331 -0.450
H -4.104 -6.383 -2.898
H -2.586 -6.033 -2.061
H -3.003 -5.148 -3.530
H -3.189 -6.853 0.456
H -3.556 -6.231 2.065
H -2.036 -7.090 1.779
H -0.859 -6.074 -1.012
H 0.283 -5.948 0.325
H 0.012 -4.565 -0.760
H -1.603 -4.257 3.339
H -0.424 -3.350 2.405
H -0.168 -5.078 2.705
H -5.773 -2.524 1.626
H -6.503 -2.588 0.016
H -6.671 -1.131 1.011
H -2.872 0.456 1.088
H -4.529 1.051 1.025
H -4.040 -0.126 2.261
H -5.112 -0.820 -2.386
H -4.061 0.473 -1.783
H -5.752 0.407 -1.282
C 2.173 4.000 3.616
C 2.675 2.562 3.501
As 2.614 1.937 1.639
C 3.711 0.295 1.741
C 4.601 0.103 2.967
C 4.065 3.141 0.929
C 5.410 3.216 1.648
H 2.150 4.327 4.658
H 1.160 4.067 3.223
H 2.813 4.693 3.056
H 2.009 1.896 4.049
H 3.677 2.471 3.926
H 4.300 0.242 0.818
H 2.981 -0.514 1.712
H 5.339 0.899 3.069
H 5.141 -0.846 2.901
H 3.989 0.079 3.868
H 3.632 4.146 0.880
H 4.225 2.823 -0.105
H 5.284 3.447 2.709
H 6.047 3.995 1.214
H 5.948 2.269 1.565
C 0.338 5.373 -2.620
C 1.327 5.018 -1.506
C 0.726 5.326 -0.122
C 2.647 5.773 -1.713
C 1.619 3.572 -1.524
N 1.910 2.461 -1.458
H 0.202 6.457 -2.650
H -0.628 4.903 -2.438
H 0.708 5.036 -3.591
H 0.506 6.394 -0.042
H 1.420 5.037 0.671
H -0.191 4.758 0.030
H 2.465 6.848 -1.645
H 3.068 5.552 -2.697
H 3.378 5.490 -0.955
C 1.664 0.120 6.062
Ge 0.961 -1.188 4.718
C -0.050 -2.361 6.001
C 2.508 -2.459 4.455
C 0.389 -0.455 2.929
H 1.675 -0.367 7.044
H 1.011 0.997 6.126
H 2.679 0.468 5.848
H 0.671 -2.810 6.698
H -0.591 -3.166 5.495
H -0.770 -1.773 6.572
H 3.182 -2.408 5.317
H 3.102 -2.275 3.557
H 2.121 -3.483 4.393
H 0.420 -1.418 2.379
Cl 3.933 -3.546 0.804
C 2.210 -3.140 0.684
Cl 1.817 -2.482 -0.917
H 1.975 -2.385 1.423
H 1.637 -4.043 0.838
```



# 2
The following is a DFT calculation (ωB97M-V/def2-TZVPD) of a structure of composition CHF4LaNO3S.

Orbital gap: 7.001 eV
Molar mass: 321.988 g mol⁻¹
DFT total energy: -1148.0092 Eh
Spin multiplicity: 1
Total charge: +1
E_LUMO: -6.35 eV

The geometry in XYZ format:
```
12
CHF4LaNO3S | OMol25 | ωB97M-V/def2-TZVPD
N 0.643 -1.298 -0.403
S 0.012 -0.010 -0.978
O 0.039 1.196 -0.091
O -0.566 -0.004 -2.303
C 2.023 -0.607 -1.476
F 2.071 -1.693 -2.257
F 2.352 0.382 -2.322
F 3.038 -0.628 -0.611
F -2.553 1.924 3.570
La -1.303 1.075 2.057
O -0.856 -0.986 0.572
H -1.326 -1.829 0.499
```



# 3
The following is a DFT calculation (ωB97M-V/def2-TZVPD) of an isolated molecule of C4H2O2.

Orbital gap: 9.605 eV
Molar mass: 82.058 g mol⁻¹
DFT total energy: -303.8451 Eh
Spin multiplicity: 1
Energy relative to the best compared isomer or geometry (same formula, charge and spin): 103.3 kcal/mol
Total charge: 0
E_LUMO: 0.12 eV
SMILES: C1=C[C@]23O[C@]12O3

The geometry in XYZ format:
```
8
C4H2O2 | OMol25 | ωB97M-V/def2-TZVPD
C 0.538 0.417 0.121
C -0.717 0.117 0.005
C 0.168 2.191 0.561
C -1.236 1.523 0.331
O -0.853 2.025 1.531
O -0.753 2.534 -0.447
H 1.543 0.083 0.058
H -1.338 -0.726 -0.211
```



# 4
The following is a DFT calculation (ωB97M-V/def2-TZVPD) of a structure of composition C31H46CdN2O5Si.

Orbital gap: 6.305 eV
Molar mass: 667.216 g mol⁻¹
DFT total energy: -2151.8266 Eh
Spin multiplicity: 1
Energy relative to the best compared isomer or geometry (same formula, charge and spin): 0.0 kcal/mol
Total charge: -2
E_LUMO: 4.43 eV

The geometry in XYZ format:
```
86
C31H46CdN2O5Si | OMol25 | ωB97M-V/def2-TZVPD
Cd 0.464 -0.797 -0.946
C -5.516 2.929 5.544
O -4.151 2.922 5.913
C -3.328 2.157 5.107
C -1.941 2.370 5.354
C -1.049 1.820 4.518
C -1.382 0.995 3.425
C -0.302 0.561 2.538
C 1.135 0.699 2.989
O -0.521 0.047 1.450
C -2.776 0.580 3.306
O -3.268 -0.255 2.506
C -3.746 1.294 4.134
H -6.059 3.656 6.177
H -5.950 1.915 5.542
H -5.666 3.251 4.557
H -1.741 3.051 6.152
H 0.030 2.016 4.653
H 1.262 0.329 3.986
H 1.417 1.741 3.073
H 1.841 0.282 2.305
H -4.781 1.018 4.023
C -1.069 -2.927 1.853
N -0.711 -3.017 0.438
C -1.858 -3.467 -0.337
C 0.475 -3.852 0.262
C 1.048 -3.891 -1.131
C 1.494 -5.079 -1.728
C 2.018 -5.098 -3.022
C 1.986 -3.935 -3.748
C 1.485 -2.789 -3.182
C 1.071 -2.684 -1.855
H -1.391 -3.930 2.211
H -1.788 -2.114 2.003
H -0.203 -2.477 2.326
H -2.308 -4.359 0.070
H -1.559 -3.661 -1.359
H -2.644 -2.731 -0.422
H 0.216 -4.853 0.625
H 1.232 -3.491 0.953
H 1.434 -6.000 -1.171
H 2.540 -5.998 -3.349
H 2.404 -3.903 -4.739
H 1.477 -1.900 -3.810
C -2.188 1.716 -0.685
Si -0.488 1.503 -1.492
C -0.746 1.638 -3.415
C -1.352 0.287 -3.873
C 0.568 1.858 -4.244
C -1.767 2.656 -3.846
C 0.673 2.984 -0.884
C -0.043 4.321 -1.206
C 0.829 2.946 0.654
C 2.107 2.981 -1.418
H -2.751 2.598 -0.935
H -2.014 1.663 0.372
H -2.849 0.797 -0.833
H -0.624 -0.506 -3.845
H -1.731 0.422 -4.855
H -2.162 -0.129 -3.234
H 1.387 1.196 -3.866
H 0.927 2.890 -4.230
H 0.447 1.610 -5.286
H -2.739 2.470 -3.413
H -1.931 2.658 -4.968
H -1.462 3.665 -3.614
H -0.921 4.445 -0.585
H -0.380 4.362 -2.216
H 0.609 5.188 -1.177
H -0.179 2.952 1.180
H 1.304 3.923 0.976
H 1.536 2.203 0.953
H 2.132 3.256 -2.473
H 2.509 1.951 -1.348
H 2.758 3.676 -0.887
O 2.656 -0.404 -0.138
C 3.443 -1.397 -0.027
C 4.622 -1.556 -0.959
C 5.277 -2.849 -0.455
C 4.401 -3.182 0.798
O 4.571 -4.186 1.487
N 3.425 -2.268 0.991
H 5.150 -0.594 -0.980
H 4.142 -1.753 -1.915
H 6.298 -2.728 -0.157
H 5.236 -3.690 -1.147
```



# 5
The following is a DFT calculation (ωB97M-V/def2-TZVPD) of an isolated molecule of C9H8N2O3.

Orbital gap: 7.884 eV
Molar mass: 192.174 g mol⁻¹
DFT total energy: -682.8529 Eh
Spin multiplicity: 1
Energy relative to the best compared isomer or geometry (same formula, charge and spin): 57.0 kcal/mol
Total charge: 0
E_LUMO: -0.13 eV
SMILES: O=C1C=CN2C[C@H]1c1c(O)cc(O)n12

The geometry in XYZ format:
```
22
C9H8N2O3 | OMol25 | ωB97M-V/def2-TZVPD
C 2.231 -0.949 0.537
C 1.205 -1.670 -0.140
C 0.266 -0.794 -0.562
C 1.905 0.400 0.496
C -1.813 0.814 1.187
C -1.111 1.761 0.523
C -1.834 -0.503 0.530
C -1.107 0.720 -1.600
C -1.223 -0.599 -0.866
N 0.786 0.477 -0.243
N -0.171 1.520 -0.551
O -2.346 -1.495 1.075
O 1.129 -3.024 -0.193
O 2.734 1.441 0.677
H 3.229 -1.452 0.716
H -2.530 0.923 1.964
H -1.223 2.740 0.734
H -0.524 0.647 -2.494
H -1.999 1.338 -1.805
H -1.763 -1.213 -1.532
H 1.864 -3.284 0.386
H 2.295 2.204 1.163
```



# 6
The following is a DFT calculation (ωB97M-V/def2-TZVPD) of the ion C5H14NO with charge +1.

Orbital gap: 11.527 eV
Molar mass: 104.173 g mol⁻¹
DFT total energy: -328.6137 Eh
Spin multiplicity: 1
Energy relative to the best compared isomer or geometry (same formula, charge and spin): 45.5 kcal/mol
Total charge: +1
E_LUMO: -3.38 eV
SMILES: CCC[C@@H]([NH3+])CO

The geometry in XYZ format:
```
21
C5H14NO | OMol25 | ωB97M-V/def2-TZVPD
C 0.232 1.997 0.167
O -0.810 2.875 0.346
C -0.293 0.541 -0.207
C 0.857 -0.468 -0.474
C 0.769 -1.914 0.084
C 0.642 -3.096 -0.882
N -1.225 0.141 0.895
H 0.882 2.004 1.096
H 0.861 2.397 -0.697
H -0.981 3.464 -0.395
H -0.865 0.639 -1.198
H 1.011 -0.644 -1.549
H 1.813 -0.002 0.053
H 1.579 -2.114 0.763
H -0.108 -1.925 0.770
H 0.102 -3.940 -0.467
H 0.205 -2.780 -1.913
H 1.632 -3.556 -1.186
H -2.186 -0.099 0.620
H -1.339 0.889 1.618
H -0.798 -0.681 1.325
```



# 7
The following is a DFT calculation (ωB97M-V/def2-TZVPD) of a cluster of 2 separate species, C10H16 in total.

Orbital gap: 9.890 eV
Molar mass: 136.238 g mol⁻¹
DFT total energy: -390.5973 Eh
Spin multiplicity: 1
Energy relative to the best compared isomer or geometry (same formula, charge and spin): 24.2 kcal/mol
Total charge: 0
E_LUMO: 0.98 eV
SMILES: Cc1ccccc1.CCC

The geometry in XYZ format:
```
26
C10H16 | OMol25 | ωB97M-V/def2-TZVPD
C 1.319 -0.943 1.406
C 0.814 -1.848 -2.298
C -0.195 -2.785 -2.160
C 1.352 -1.321 -1.150
C 0.853 -1.581 0.117
C -0.692 -3.115 -0.894
C -0.233 -2.509 0.247
H 1.155 -1.659 -3.307
H -0.685 -3.270 -2.989
H 1.974 -0.421 -1.182
H -1.594 -3.718 -0.940
H 1.212 -1.516 2.323
H 0.732 -0.038 1.567
H -0.462 -2.640 1.295
H 2.347 -0.596 1.282
C -0.991 2.205 0.273
C -0.093 3.224 -0.323
C -1.063 2.039 1.797
H -0.943 1.190 -0.142
H -2.011 2.444 -0.074
H 0.163 2.942 -1.345
H -0.452 4.262 -0.342
H -1.691 1.194 2.066
H -1.525 2.950 2.207
H 0.838 3.490 0.208
H -0.126 2.023 2.355
```



# 8
The following is a DFT calculation (ωB97M-V/def2-TZVPD) of an isolated molecule of C6H7N3.

Orbital gap: 9.099 eV
Molar mass: 121.143 g mol⁻¹
DFT total energy: -396.9151 Eh
Spin multiplicity: 1
Energy relative to the best compared isomer or geometry (same formula, charge and spin): 111.2 kcal/mol
Total charge: 0
E_LUMO: 0.33 eV
SMILES: C#CC/N=C1\CNC=N1

The geometry in XYZ format:
```
16
C6H7N3 | OMol25 | ωB97M-V/def2-TZVPD
C -2.186 -1.689 -0.958
C -1.869 -1.436 0.201
C -0.935 -1.014 1.483
C -0.038 0.874 0.580
C 0.704 -0.004 -0.394
C 1.429 2.155 -0.414
H -2.772 -1.844 -1.934
H -1.593 -1.292 2.393
H -0.020 -1.759 1.204
H 0.065 -0.655 -1.083
H 1.280 -0.708 0.208
H 2.609 0.746 -1.625
H 2.096 3.099 -0.627
N -0.799 0.352 1.448
N 1.561 0.954 -0.963
N 0.470 2.223 0.478
```